A 3-piece molecular cluster, C4H6O overall in a non-equilibrium geometry. Source: the Open Molecules 2025 dataset; level of theory: ωB97M-V/def2-TZVPD.

Geometry as XYZ:
```
11
Properties=species:S:1:pos:R:3
H 1.013 -0.961 1.725
H 1.125 1.175 0.908
C 0.567 -0.921 -0.695
H 0.827 1.739 0.524
H 0.792 -1.876 -1.171
H -1.726 -0.881 0.206
O -2.215 1.871 -0.654
C -0.653 -0.818 0.168
H 0.913 -0.047 -1.263
C -1.122 1.586 -0.543
C 0.478 -0.865 0.795
```

Calculated values
Highest occupied orbital energy: -9.470 eV
Relative energy (zero: lowest compared OMol25 entry of this formula, charge and spin): 348.5 kJ/mol
Kohn-Sham gap: 10.48 eV


C4HLiO2Sn as an isolated structure in a non-equilibrium geometry. Source: the Open Molecules 2025 dataset; level of theory: ωB97M-V/def2-TZVPD.

Geometry as XYZ:
```
9
Properties=species:S:1:pos:R:3
Li 1.433 -1.113 -1.752
C 0.933 -1.279 0.677
C -1.304 1.761 -0.580
Sn -1.563 -0.306 0.635
O -1.815 2.902 -0.722
C 0.885 0.255 -0.389
O -0.209 -1.546 1.265
H 1.815 -1.803 1.113
C -0.175 1.129 -0.247
```

Calculated values
<S²>: 0.863
Highest occupied orbital energy (spin up / spin down): -1.449 / -1.600 eV
2S+1: 2
Charge: -1
Kohn-Sham gap (spin up / spin down): 3.52 / 3.68 eV


C5H12O as an isolated structure. Source: the Open Molecules 2025 dataset; level of theory: ωB97M-V/def2-TZVPD.

Geometry as XYZ:
```
18
Properties=species:S:1:pos:R:3
H -1.866 -1.650 0.096
C 1.854 -0.233 -0.236
H -0.180 -2.010 0.486
H -0.745 0.634 -2.017
H 1.612 -1.088 -0.876
C -0.834 -1.344 -0.111
H -0.669 2.156 -1.059
C -0.723 0.117 0.228
H -0.263 -0.172 2.347
H 0.796 1.530 -1.891
C -0.953 0.394 1.690
H 2.640 0.366 -0.707
H -0.652 -1.560 -1.173
H -1.976 0.106 1.961
H -0.837 1.458 1.927
O 0.733 0.627 -0.046
C -0.140 1.257 -1.357
H 2.204 -0.587 0.737
```

Calculated values
Highest occupied orbital energy: -6.417 eV
Relative energy (zero: lowest compared OMol25 entry of this formula, charge and spin): 570.1 kJ/mol
Kohn-Sham gap: 7.33 eV


C41H28BBaF11IN6O2P as an isolated structure. Source: the Open Molecules 2025 dataset; level of theory: ωB97M-V/def2-TZVPD.

Geometry as XYZ:
```
92
Properties=species:S:1:pos:R:3
F -4.227 -0.481 -3.559
C 1.107 1.661 -1.234
H 4.486 0.023 -1.777
C -0.480 -0.833 3.486
C -1.977 0.978 -4.213
F -3.622 3.085 -1.632
C 1.903 -3.376 0.459
N 3.508 -2.308 -1.396
H -3.665 4.922 2.224
C 2.472 -0.163 -1.090
N 1.137 -3.887 1.420
C 2.508 3.468 2.371
H 4.118 -5.384 -1.805
O -0.284 -1.794 2.800
H 2.363 0.185 1.591
H 0.438 -1.510 -2.399
H 4.662 -4.020 -2.679
C 0.410 -3.138 -3.771
H 1.023 -2.601 -4.490
C 2.794 1.157 1.815
C -0.026 -4.401 -4.051
C -1.191 -4.420 -1.900
H -1.385 -0.881 6.020
C -2.021 -5.169 -1.015
C 3.366 1.866 -1.960
H -1.018 -6.865 -4.321
H 1.927 3.475 -2.026
N 2.734 -4.205 -0.192
C -2.714 1.238 -2.856
N 1.783 -2.056 0.207
F -0.828 1.679 -4.270
C -0.734 -3.102 -1.573
F -2.697 1.328 -5.303
C -0.681 3.400 1.682
H 1.870 4.312 2.601
C -0.979 0.068 5.694
C -4.192 0.736 -2.993
I -2.636 -4.281 0.792
C 1.938 2.230 2.073
C -1.304 -6.396 -3.385
P 0.139 1.818 2.129
B -3.559 -0.356 2.286
C -0.199 4.256 0.690
F -1.549 3.229 -2.197
H 4.813 0.467 1.629
H 0.764 4.062 0.233
C -0.183 1.575 3.851
H 5.800 2.687 2.134
F -4.159 -1.262 3.134
N 4.365 -4.409 -1.800
C -0.939 5.354 0.271
H -2.345 2.977 2.965
C -2.464 -6.434 -1.281
H 1.115 -4.881 1.541
H 0.229 -4.895 -4.984
H 4.309 4.602 2.626
F -3.085 3.509 -3.684
C -2.683 4.750 1.800
F -4.972 1.540 -3.751
C -2.094 -7.059 -2.492
C -0.106 2.583 4.810
C 4.724 2.557 2.120
H -3.096 -6.953 -0.573
H -0.389 3.231 6.841
C 2.122 2.443 -1.767
H 0.499 -3.283 1.922
C 3.490 -3.613 -1.102
H 0.181 3.576 4.467
C -2.184 5.606 0.828
O -2.094 0.601 -1.872
C 3.545 0.533 -1.632
C -1.942 3.657 2.223
H 4.186 2.445 -2.366
C -0.510 0.198 4.303
H -0.547 6.002 -0.505
N 1.281 0.392 -0.884
C 3.887 3.631 2.391
F -3.958 0.899 2.693
C -0.418 2.407 6.142
C -0.904 1.119 6.539
C -2.747 2.782 -2.596
C 0.056 -2.521 -2.549
C -0.841 -5.083 -3.116
C 2.600 -1.604 -0.720
F -1.660 -0.305 -4.348
H -2.770 6.454 0.492
F -4.772 0.636 -1.801
C 4.171 1.315 1.839
Ba -1.411 -0.758 0.012
H 0.114 2.068 -1.084
H -1.249 0.977 7.559
H -2.446 -8.062 -2.705
```

Calculated values
Highest occupied orbital energy: -0.248 eV
Charge: -2
Relative energy (zero: lowest compared OMol25 entry of this formula, charge and spin): 353.4 kJ/mol
Kohn-Sham gap: 4.21 eV


The molecule C4H3NO3 in a non-equilibrium geometry. Source: the Open Molecules 2025 dataset; level of theory: ωB97M-V/def2-TZVPD.

Geometry as XYZ:
```
11
Properties=species:S:1:pos:R:3
C -0.178 0.305 -0.498
C -0.802 0.292 -1.880
O 1.743 -0.734 1.012
C -0.902 0.701 -3.150
N -0.573 -0.410 1.614
H -1.082 0.889 -4.264
O -0.868 -0.537 0.301
H 0.806 -0.568 2.961
C 0.744 -0.673 1.893
O 0.645 1.079 -0.080
H -1.047 0.335 1.956
```

Calculated values
Structure (SMILES): C#CC(=O)ONC=O
Highest occupied orbital energy: -10.017 eV
Relative energy (zero: lowest compared OMol25 entry of this formula, charge and spin): 630.2 kJ/mol
Kohn-Sham gap: 10.10 eV